1.
ORCA calculation (the ωB97M-V functional and the def2-TZVPD basis) on C41H51Br2F21N2O15S as an isolated structure.

```
133
Properties=species:S:1:pos:R:3:mulliken_charge:R:1
C 11.32 -1.48 -0.22 -0.726
O 10.05 -1.47 -0.86 -0.300
C 8.98 -1.54 0.09 -0.680
C 7.70 -2.19 -0.56 -0.313
C 7.13 -1.31 -1.74 -1.207
C 6.30 -0.07 -1.25 0.546
C 6.83 1.23 -1.63 -0.893
C 6.21 2.53 -1.25 0.322
N 6.62 3.84 -1.50 -0.704
S 5.44 4.71 -0.70 0.217
N 4.39 3.61 -0.03 -0.328
C 4.96 2.41 -0.42 0.392
C 4.38 1.07 -0.05 -1.218
C 4.99 -0.19 -0.44 0.931
C 4.40 -1.57 -0.04 0.184
Br 2.64 -1.39 0.93 -0.139
C 4.15 -2.58 -1.27 -0.099
C 4.43 -4.03 -0.76 -0.777
Br 2.18 -2.51 -1.76 -0.131
H 11.50 -2.46 0.33 0.297
H 12.10 -1.46 -1.04 0.246
H 11.52 -0.58 0.42 0.288
H 8.74 -0.54 0.56 0.298
H 9.33 -2.21 0.93 0.389
H 8.01 -3.21 -0.94 0.307
H 6.98 -2.37 0.28 0.206
H 6.58 -1.92 -2.51 0.337
H 8.03 -0.91 -2.29 0.413
H 7.77 1.28 -2.25 0.273
H 3.44 1.12 0.56 0.331
H 5.08 -2.03 0.74 0.337
H 4.68 -2.31 -2.22 0.536
H 3.98 -4.09 0.26 0.003
H 5.52 -4.26 -0.62 0.278
H 3.90 -4.83 -1.36 0.343
C -0.92 -1.53 -2.37 -0.483
C -0.86 -0.09 -2.86 -0.246
O -1.87 0.15 -3.86 -0.328
C -3.10 0.42 -3.39 0.353
O -3.39 0.47 -2.23 -0.522
C -4.05 0.70 -4.55 0.930
F -3.91 -0.19 -5.56 -0.233
F -3.85 1.92 -5.08 -0.266
F -5.34 0.65 -4.18 -0.254
H -0.85 -2.22 -3.21 0.347
H -0.10 -1.73 -1.68 -0.368
H -1.86 -1.73 -1.87 0.351
H 0.10 0.09 -3.34 0.305
H -0.95 0.62 -2.04 0.314
C -1.46 -6.04 3.99 -1.131
C -1.40 -5.20 2.73 -0.201
O -0.10 -4.61 2.57 -0.254
C 0.84 -5.39 2.02 -0.034
O 0.66 -6.52 1.67 -0.511
C 2.15 -4.62 1.87 1.217
F 2.45 -3.91 2.97 -0.211
F 2.08 -3.74 0.84 -0.052
F 3.19 -5.43 1.64 -0.303
H -1.16 -5.45 4.86 0.294
H -2.47 -6.42 4.15 0.394
H -0.78 -6.88 3.93 0.310
H -2.11 -4.37 2.80 0.306
H -1.67 -5.78 1.85 0.333
C -5.43 -2.35 -6.93 -1.021
C -5.91 -3.68 -7.49 -0.378
O -6.83 -4.31 -6.58 -0.297
C -8.10 -3.89 -6.65 0.304
O -8.50 -3.04 -7.39 -0.508
C -8.97 -4.68 -5.67 0.982
F -8.39 -4.82 -4.46 -0.247
F -9.22 -5.92 -6.12 -0.266
F -10.16 -4.10 -5.45 -0.251
H -5.01 -2.49 -5.93 0.306
H -4.68 -1.91 -7.58 0.407
H -6.26 -1.65 -6.83 0.318
H -5.07 -4.36 -7.60 0.334
H -6.36 -3.56 -8.48 0.335
C -10.33 -1.45 -3.01 -1.125
C -9.56 -2.58 -2.35 0.040
O -8.78 -2.09 -1.25 -0.348
C -9.43 -1.93 -0.09 0.326
O -10.59 -2.17 0.08 -0.509
C -8.47 -1.46 1.00 0.895
F -7.65 -0.48 0.57 -0.238
F -7.68 -2.46 1.43 -0.252
F -9.11 -0.98 2.07 -0.247
H -9.65 -0.64 -3.30 0.310
H -10.86 -1.80 -3.89 0.343
H -11.05 -1.01 -2.32 0.349
H -8.86 -3.01 -3.06 0.100
H -10.23 -3.38 -2.03 0.336
C 3.64 -1.42 4.52 -0.825
C 4.31 -2.35 5.51 -0.296
O 5.74 -2.27 5.38 -0.347
C 6.34 -1.25 6.01 0.345
O 5.76 -0.43 6.67 -0.511
C 7.85 -1.32 5.83 0.894
F 8.20 -1.59 4.56 -0.232
F 8.40 -2.29 6.59 -0.255
F 8.46 -0.18 6.16 -0.247
H 3.98 -1.63 3.50 -0.014
H 2.55 -1.54 4.56 0.379
H 3.88 -0.38 4.73 0.445
H 4.04 -3.38 5.29 0.353
H 4.01 -2.14 6.53 0.321
C 0.07 5.98 3.50 -1.152
C 0.08 6.82 2.24 -0.122
O 1.35 7.45 2.05 -0.363
C 2.30 6.70 1.48 0.383
O 2.16 5.56 1.14 -0.504
C 3.59 7.51 1.30 0.879
F 3.89 8.24 2.39 -0.250
F 3.48 8.38 0.28 -0.267
F 4.66 6.74 1.05 -0.225
H 0.37 6.58 4.36 0.298
H -0.92 5.56 3.69 0.338
H 0.79 5.16 3.43 0.381
H -0.66 7.62 2.33 0.264
H -0.19 6.23 1.36 0.312
C -5.33 8.30 0.43 -1.104
C -5.19 7.14 1.40 -0.226
O -4.29 7.47 2.47 -0.269
C -4.81 8.17 3.48 0.311
O -5.95 8.53 3.55 -0.509
C -3.75 8.41 4.56 0.898
F -2.57 8.78 4.04 -0.231
F -3.52 7.29 5.28 -0.250
F -4.11 9.36 5.43 -0.252
H -4.35 8.61 0.07 0.294
H -5.95 8.02 -0.42 0.385
H -5.78 9.16 0.92 0.314
H -4.76 6.28 0.88 0.331
H -6.16 6.82 1.80 0.312
```

The HOMO energy is -8.81 eV. The calculation puts the orbital gap at 0.296 Ha. For the largest force on an atom, the calculation gives 3.89 eV/A. Its electronic energy is -10474.39382 Ha. The multiplicity is 1.


2.
ORCA calculation (the ωB97M-V functional and the def2-TZVPD basis) on one molecule with the formula C4H6O.

```
11
Properties=species:S:1:pos:R:3:mulliken_charge:R:1
O -0.35 -1.72 1.64 -0.718
C -0.58 -1.04 0.62 0.138
C -0.10 0.53 0.61 -0.138
C 0.52 -0.66 -0.39 -0.552
C -0.11 1.33 -0.49 -0.511
H -1.55 -1.06 0.08 0.277
H 0.60 0.75 1.42 0.304
H 1.57 -0.80 -0.14 0.306
H 0.29 -0.68 -1.45 0.312
H 0.51 2.22 -0.59 0.261
H -0.82 1.15 -1.30 0.322
```

The HOMO energy is -7.95 eV. The calculation puts the orbital gap at 0.283 Ha. For the largest force on an atom, the calculation gives 0.48 eV/A. Its electronic energy is -231.08160 Ha. For the energy above the lowest of the compared OMol25 structures with the same formula, charge and spin, the calculation gives 373.1 kJ/mol. The multiplicity is 1.


3.
ORCA calculation (the ωB97M-V functional and the def2-TZVPD basis) on a 3-piece molecular cluster, C14H32N5O2 overall.

```
53
Properties=species:S:1:pos:R:3:mulliken_charge:R:1
C -4.93 2.38 -1.73 -0.885
C -5.76 1.64 -2.83 -0.504
N -4.95 0.82 -3.77 -0.680
N -3.92 0.15 -3.10 1.060
C -4.28 -0.85 -2.32 0.287
C -3.35 -1.59 -1.54 -0.726
C -2.01 -1.12 -1.70 -0.233
C -1.83 -0.05 -2.62 -0.271
N -2.72 0.62 -3.34 -0.812
H -5.47 3.21 -1.25 0.368
H -3.96 2.75 -2.13 0.283
H -4.65 1.63 -0.95 0.242
H -6.52 0.98 -2.38 0.265
H -6.30 2.40 -3.42 0.388
H -4.56 1.37 -4.54 0.351
H -5.34 -1.13 -2.27 0.388
H -3.63 -2.41 -0.87 0.438
H -1.15 -1.54 -1.17 0.460
H -0.76 0.29 -2.77 0.585
C 3.77 -0.67 -2.52 -1.408
C 3.08 0.69 -2.53 0.118
C 3.67 1.69 -1.52 -0.718
O 3.29 1.46 -0.18 -0.372
C 4.04 0.46 0.49 -0.477
N 1.64 0.50 -2.31 -0.536
H 3.48 -1.28 -1.67 0.290
H 3.50 -1.23 -3.42 0.346
H 4.85 -0.56 -2.51 0.354
H 3.22 1.12 -3.53 0.422
H 3.29 2.68 -1.77 0.336
H 4.76 1.75 -1.61 0.418
H 5.08 0.44 0.17 0.318
H 3.58 -0.52 0.34 0.142
H 4.01 0.67 1.56 0.200
H 1.17 1.40 -2.42 0.315
H 1.51 0.28 -1.33 0.242
C 0.16 -0.68 5.38 -1.429
C 0.26 -0.31 3.91 0.327
C 0.71 -1.47 3.01 -0.487
O 2.10 -1.76 3.07 -0.327
C 2.49 -2.56 4.17 -0.727
N 1.14 0.86 3.78 -0.703
H 1.13 -0.74 5.87 0.278
H -0.42 0.07 5.93 0.368
H -0.35 -1.64 5.51 0.351
H -0.75 -0.02 3.58 0.392
H 0.52 -1.18 1.97 0.125
H 0.12 -2.38 3.19 0.425
H 1.72 -3.30 4.43 0.325
H 2.72 -1.94 5.04 0.263
H 3.40 -3.09 3.89 0.245
H 1.13 1.17 2.81 0.249
H 2.09 0.54 3.91 0.331
```

The HOMO energy is -11.12 eV. As for the net charge: +1. The calculation puts the orbital gap at 0.228 Ha. For the largest force on an atom, the calculation gives 2.96 eV/A. Its electronic energy is -976.53213 Ha. For the energy above the lowest of the compared OMol25 structures with the same formula, charge and spin, the calculation gives 258.1 kJ/mol. The multiplicity is 1.


4.
ORCA calculation (the ωB97M-V functional and the def2-TZVPD basis) on C62H62IN8O2PSTi as an isolated structure.

```
138
Properties=species:S:1:pos:R:3:mulliken_charge:R:1
Ti -0.12 -1.00 0.55 -1.293
C -4.62 -5.77 1.19 -1.201
C -3.42 -5.82 0.24 -1.195
C -2.29 -4.96 0.69 0.337
C -1.34 -5.25 1.61 0.471
C -1.16 -6.52 2.37 -1.137
C -1.48 -6.37 3.86 -1.153
C -0.47 -4.09 1.70 0.151
C 0.79 -4.18 2.20 -0.321
C 1.77 -3.17 2.10 -1.707
C 3.02 -3.11 2.72 1.366
C 3.68 -4.19 3.51 -1.269
C 3.33 -4.14 5.00 -1.129
C 3.50 -1.79 2.53 0.976
C 2.52 -1.15 1.78 -1.418
C 1.23 0.68 2.85 -0.923
C 0.05 1.47 2.40 -1.137
N -0.82 0.86 1.55 0.515
C -1.78 1.80 1.28 -1.432
C -2.64 1.67 0.17 -0.550
C -2.76 0.53 -0.56 0.137
N -2.18 -0.70 -0.22 0.248
C -2.85 -1.61 -0.96 0.752
C -2.79 -2.98 -0.75 -1.227
C -2.04 -3.58 0.27 0.031
N -1.00 -3.03 0.93 0.903
C -3.75 -0.98 -1.91 0.678
C -3.69 0.35 -1.66 0.952
C -4.45 1.46 -2.31 -1.057
C -5.73 1.84 -1.56 -1.319
C -4.57 -1.71 -2.92 -1.339
C -5.92 -2.17 -2.38 -1.244
C -1.56 2.97 2.02 1.815
C -0.37 2.76 2.74 1.575
C 0.31 3.70 3.69 -0.861
C -0.08 3.48 5.15 -1.362
C -2.45 4.17 2.07 -1.193
C -3.62 4.00 3.04 -1.462
N 1.49 -1.98 1.48 0.803
C 4.81 -1.23 2.99 -1.114
C 5.90 -1.35 1.92 -1.252
H -5.48 -6.31 0.77 0.418
H -4.91 -4.74 1.37 0.276
H -4.37 -6.22 2.15 0.269
H -3.74 -5.53 -0.76 0.402
H -3.07 -6.86 0.14 0.460
H -0.13 -6.88 2.26 0.419
H -1.80 -7.29 1.93 0.319
H -0.83 -5.64 4.32 0.234
H -1.37 -7.32 4.39 0.414
H -2.51 -6.02 4.00 0.282
H 1.06 -5.10 2.70 0.223
H 4.77 -4.12 3.40 0.380
H 3.41 -5.17 3.10 0.473
H 3.58 -3.17 5.42 0.280
H 3.85 -4.91 5.57 0.423
H 2.25 -4.29 5.14 0.197
H 1.86 1.27 3.52 1.285
H -3.21 2.53 -0.14 0.398
H -3.47 -3.61 -1.31 0.180
H -4.71 1.16 -3.34 0.399
H -3.80 2.33 -2.41 -0.011
H -6.41 0.99 -1.49 0.217
H -6.26 2.66 -2.07 0.427
H -5.50 2.16 -0.54 0.222
H -4.01 -2.58 -3.28 0.492
H -4.73 -1.07 -3.79 0.500
H -5.79 -2.82 -1.51 0.203
H -6.49 -2.72 -3.13 0.413
H -6.52 -1.32 -2.05 0.209
H 0.07 4.73 3.40 0.302
H 1.39 3.61 3.59 -0.004
H -1.16 3.60 5.30 0.207
H 0.44 4.18 5.81 0.429
H 0.17 2.46 5.46 0.254
H -2.84 4.38 1.07 0.120
H -1.86 5.05 2.36 0.365
H -4.24 3.15 2.75 0.249
H -4.26 4.89 3.06 0.453
H -3.27 3.82 4.05 0.229
H 5.13 -1.75 3.90 0.452
H 4.69 -0.18 3.26 0.242
H 6.02 -2.39 1.61 0.323
H 6.86 -0.98 2.29 0.401
H 5.63 -0.76 1.04 0.192
I 3.19 -0.90 -2.74 0.233
C 4.06 0.49 -4.05 -0.093
C 5.11 -0.07 -4.74 -0.751
C 5.89 0.65 -5.65 -0.847
C 5.60 1.97 -5.86 -0.746
C 4.53 2.58 -5.17 1.047
C 4.33 3.96 -5.42 -0.929
C 3.35 4.64 -4.78 -1.402
C 2.52 3.95 -3.88 -0.701
C 2.64 2.60 -3.62 1.807
P 1.34 1.89 -2.47 1.001
C 0.99 3.38 -1.46 -0.014
C 2.04 3.88 -0.69 -0.475
C 1.84 4.95 0.18 -0.814
C 0.59 5.54 0.27 -0.572
C -0.46 5.05 -0.49 -0.544
C -0.27 3.96 -1.33 0.178
C -0.09 1.82 -3.64 0.019
C -0.59 2.87 -4.41 0.065
C -1.68 2.69 -5.25 -0.826
C -2.29 1.44 -5.33 -0.618
C -1.81 0.39 -4.56 -0.128
C -0.71 0.58 -3.73 -0.094
C 3.71 1.86 -4.25 -0.182
H 5.36 -1.11 -4.55 0.350
H 6.71 0.17 -6.17 0.358
H 6.18 2.57 -6.55 0.306
H 4.99 4.46 -6.12 0.312
H 3.19 5.70 -4.94 0.413
H 1.75 4.51 -3.37 0.492
H 3.02 3.43 -0.76 0.463
H 2.66 5.29 0.80 0.332
H 0.43 6.38 0.95 0.285
H -1.45 5.50 -0.40 0.340
H -1.11 3.56 -1.87 0.015
H -0.13 3.85 -4.36 0.294
H -2.06 3.52 -5.83 0.363
H -3.15 1.30 -5.97 0.363
H -2.29 -0.58 -4.60 0.459
H -0.36 -0.23 -3.10 -0.103
O 0.55 -4.15 -1.36 -0.515
S 0.21 -2.90 -2.03 0.174
N 0.10 -1.61 -1.30 0.269
N 0.65 -0.50 3.50 -0.336
C 2.13 0.28 1.58 2.260
O 1.28 0.18 0.43 1.048
C 3.22 1.30 1.40 1.100
C 3.51 2.32 2.30 -0.521
N 3.77 3.17 3.06 -1.032
C 4.02 1.29 0.25 -0.821
N 4.72 1.33 -0.68 -0.872
H 0.01 -0.20 4.22 0.385
H 1.36 -1.11 3.90 0.170
```

The HOMO energy is -1.32 eV. As for the net charge: -2. The calculation puts the orbital gap at 0.194 Ha. For the largest force on an atom, the calculation gives 0.63 eV/A. Its electronic energy is -4875.21922 Ha. For the energy above the lowest of the compared OMol25 structures with the same formula, charge and spin, the calculation gives 20.5 kJ/mol. The multiplicity is 1.